Entry from the Open Molecules 2025 dataset: one molecule with the formula C3H5N3 in a non-equilibrium geometry (ωB97M-V/def2-TZVPD).

Geometry as XYZ:
```
11
C3H5N3, DFT ωB97M-V/def2-TZVPD
H -0.08 -0.86 -2.32
N -0.83 -0.69 0.19
H 0.47 2.10 0.79
C -0.35 0.80 1.83
N 0.06 -0.06 -0.38
H 1.30 -1.43 -1.33
C -1.19 -0.16 1.47
H 1.31 0.22 -1.96
C 0.67 -0.58 -1.58
N 0.67 1.23 1.28
H -2.03 -0.58 2.00
```

LUMO in eV: 0.61
Kohn-Sham gap in eV: 9.5919
Molar mass in u: 83.094
SMILES: C/N=N/C=C=N
Total energy in Ha: -281.44181
Energy above the lowest of the compared OMol25 structures with the same formula, charge and spin in eV: 4.034
Charge: 0